{
  "formula": "C62H130N6O48S6",
  "method": "the ωB97M-V functional and the def2-TZVPD basis",
  "energy_ev": -238616.4087,
  "e_lumo_ev": 0.140,
  "elements": ["C", "C", "O", "C", "O", "O", "C", "H", "H", "H", "H", "H", "H", "H", "H", "C", "C", "O", "C", "O", "O", "C", "H", "H", "H", "H", "H", "H", "H", "H", "C", "C", "O", "C", "O", "O", "C", "H", "H", "H", "H", "H", "H", "H", "H", "C", "C", "O", "C", "O", "O", "C", "H", "H", "H", "H", "H", "H", "H", "H", "C", "C", "O", "C", "O", "O", "C", "H", "H", "H", "H", "H", "H", "H", "H", "C", "C", "O", "C", "O", "O", "C", "H", "H", "H", "H", "H", "H", "H", "H", "C", "C", "O", "C", "O", "O", "C", "H", "H", "H", "H", "H", "H", "H", "H", "C", "C", "O", "C", "O", "O", "C", "H", "H", "H", "H", "H", "H", "H", "H", "C", "N", "O", "O", "H", "H", "H", "C", "N", "O", "O", "H", "H", "H", "C", "N", "O", "O", "H", "H", "H", "C", "N", "O", "O", "H", "H", "H", "C", "N", "O", "O", "H", "H", "H", "C", "N", "O", "O", "H", "H", "H", "C", "C", "C", "S", "O", "O", "C", "H", "H", "H", "H", "H", "H", "H", "H", "C", "C", "C", "S", "O", "O", "C", "H", "H", "H", "H", "H", "H", "H", "H", "C", "C", "C", "S", "O", "O", "C", "H", "H", "H", "H", "H", "H", "H", "H", "C", "C", "C", "S", "O", "O", "C", "H", "H", "H", "H", "H", "H", "H", "H", "C", "C", "C", "S", "O", "O", "C", "H", "H", "H", "H", "H", "H", "H", "H", "C", "C", "C", "S", "O", "O", "C", "H", "H", "H", "H", "H", "H", "H", "H"],
  "coordinates": [[1.4153, 1.0983, 5.5625], [2.3391, 0.5161, 4.5531], [3.6954, 0.4889, 4.9547], [4.3411, 1.6555, 5.0403], [3.9715, 2.7228, 4.5213], [5.5151, 1.5896, 5.6878], [6.0193, 0.3663, 6.2056], [1.2152, 0.3355, 6.3017], [0.4369, 1.3499, 5.1391], [1.7647, 1.9875, 6.0736], [2.1820, 1.1034, 3.6506], [2.0406, -0.5021, 4.2481], [7.1339, 0.4035, 6.1599], [5.6226, -0.4820, 5.6822], [5.7028, 0.2426, 7.2484], [-2.1716, -2.7504, 0.9827], [-3.1118, -1.8577, 1.6943], [-3.8658, -2.7069, 2.6111], [-4.7852, -2.1278, 3.3623], [-5.4693, -2.7746, 4.0891], [-4.8608, -0.7829, 3.2692], [-6.0762, -0.2782, 3.8565], [-1.2991, -2.2842, 0.5018], [-2.7797, -3.3222, 0.2684], [-1.7267, -3.4401, 1.6978], [-3.8256, -1.3641, 1.0347], [-2.6900, -1.0430, 2.2607], [-5.7860, 0.6829, 4.2653], [-6.4466, -0.9218, 4.6662], [-6.8531, -0.0622, 3.1564], [-0.4291, 4.6208, -1.1997], [0.4166, 3.3476, -1.1130], [1.0541, 3.1904, 0.1676], [2.0634, 4.0435, 0.4781], [2.3215, 5.0356, -0.1766], [2.6722, 3.6238, 1.5612], [3.7895, 4.4276, 1.9547], [-0.8148, 4.7279, -2.2323], [0.1870, 5.4916, -1.0327], [-1.2913, 4.5736, -0.5637], [1.1267, 3.1603, -1.9159], [-0.2419, 2.4912, -1.2187], [3.5380, 5.4586, 2.1776], [4.6024, 4.4201, 1.2115], [4.2839, 4.0392, 2.8336], [2.6230, -5.2564, -9.5435], [2.5137, -5.7918, -8.1068], [2.5694, -4.5685, -7.3380], [2.0784, -4.6288, -6.0264], [1.1962, -5.4007, -5.7386], [2.5648, -3.6756, -5.1611], [3.7893, -2.9303, -5.4545], [3.6094, -4.8752, -9.7976], [1.8447, -4.5219, -9.6683], [2.3556, -6.0088, -10.2562], [3.3527, -6.4314, -7.8451], [1.5487, -6.2800, -7.9161], [3.7990, -2.1471, -4.6900], [3.7629, -2.4935, -6.4460], [4.6292, -3.6356, -5.3596], [-4.1848, 4.9200, 4.1831], [-4.1963, 3.4293, 4.3737], [-4.6661, 3.2000, 5.7453], [-4.2969, 2.0952, 6.2674], [-3.8091, 1.1265, 5.7318], [-4.5626, 2.1067, 7.5959], [-4.8969, 0.8914, 8.1914], [-3.3399, 5.3279, 4.8344], [-5.1048, 5.3259, 4.5153], [-3.9787, 5.3056, 3.1735], [-3.2540, 2.9554, 4.1456], [-4.8901, 2.8827, 3.7366], [-5.8267, 0.4726, 7.8264], [-4.9641, 1.0580, 9.2638], [-4.1293, 0.2190, 7.9330], [-4.5806, -2.9530, -8.6861], [-4.1119, -3.5624, -7.3929], [-2.6985, -3.2046, -7.1359], [-2.5023, -1.9570, -6.5298], [-3.3769, -1.2041, -6.1461], [-1.2050, -1.7106, -6.3713], [-0.1719, -2.5858, -6.8284], [-4.1720, -3.4288, -9.5786], [-4.3372, -1.8998, -8.6853], [-5.7013, -3.0145, -8.7385], [-4.0441, -4.6302, -7.4826], [-4.8290, -3.2553, -6.6358], [-0.1659, -2.5356, -7.9292], [-0.4685, -3.5726, -6.4552], [0.7275, -2.3226, -6.2617], [-1.1405, 10.2225, 6.0644], [-0.3446, 9.4903, 5.0017], [-0.6606, 8.0886, 5.0723], [-0.3662, 7.4369, 3.9367], [0.1014, 7.9815, 2.9730], [-0.6623, 6.1411, 4.1321], [-0.3116, 5.1988, 3.0868], [-1.1002, 11.3065, 5.9373], [-0.7287, 9.9109, 7.0431], [-2.1372, 9.8469, 5.9875], [0.7621, 9.5601, 5.1844], [-0.5726, 9.8687, 4.0208], [-0.4850, 5.6220, 2.1020], [-1.0114, 4.3641, 3.1606], [0.7391, 4.8657, 3.2782], [0.1709, -1.4551, -3.0034], [0.5233, -1.5299, -1.5931], [-0.1215, -0.3800, -0.9762], [0.3575, -0.0762, 0.2164], [1.3388, -0.5889, 0.7290], [-0.3881, 0.8904, 0.7057], [-0.0703, 1.3183, 2.0390], [0.5985, -0.5525, -3.4452], [-0.8982, -1.4846, -3.1433], [0.5384, -2.3618, -3.4883], [1.6078, -1.5153, -1.3535], [0.1074, -2.4429, -1.1033], [-0.0809, 0.4909, 2.7593], [-0.8293, 2.0305, 2.3660], [0.9080, 1.8238, 2.0507], [-1.7230, -4.7413, -4.0429], [-1.7120, -5.0991, -2.5689], [-0.6507, -4.9069, -1.9697], [-2.6811, -5.5136, -2.0087], [-0.9932, -5.3825, -4.5303], [-1.4131, -3.7026, -4.0706], [-2.7599, -4.8359, -4.3801], [4.3271, 5.6760, 6.3574], [2.9723, 5.8806, 5.6838], [2.8663, 6.7310, 4.8193], [2.0440, 5.1292, 6.0540], [4.7459, 6.6386, 6.6194], [4.9293, 5.0454, 5.6890], [4.0280, 5.1353, 7.2494], [1.6071, -3.5665, 2.0632], [2.4337, -2.8312, 3.0187], [2.0720, -2.9354, 4.1863], [3.3690, -2.2193, 2.5693], [0.7214, -3.9389, 2.5487], [2.2023, -4.4017, 1.7441], [1.4415, -2.9074, 1.2220], [2.6137, -4.7899, -1.8679], [3.5987, -5.6469, -1.1311], [3.5437, -6.8530, -1.2689], [4.4064, -5.0478, -0.4316], [2.7380, -3.7853, -1.4268], [1.6401, -5.2677, -1.8340], [2.9227, -4.7702, -2.9254], [-1.2831, -6.2991, 1.2453], [0.0094, -7.0200, 0.8951], [0.9627, -6.2764, 0.6592], [-0.0294, -8.1988, 0.8183], [-1.8734, -6.2767, 0.3630], [-0.9841, -5.3086, 1.5854], [-1.7031, -6.9059, 2.0229], [-3.5693, 1.2719, 1.1701], [-3.2575, 2.6851, 0.6122], [-2.9454, 3.5564, 1.4071], [-3.4209, 2.8485, -0.5770], [-3.4065, 1.2087, 2.2558], [-2.8532, 0.5832, 0.7525], [-4.5659, 1.0023, 0.8518], [-2.9867, 7.9143, 1.9675], [-4.3511, 8.6620, 1.6651], [-4.2359, 9.2345, 0.2447], [-3.5859, 7.7263, -0.6157], [-2.7375, 8.0636, -1.7024], [-4.6925, 6.8106, -0.7942], [-2.4560, 7.0986, 0.7320], [-3.0376, 7.2967, 2.8481], [-2.2880, 8.7224, 2.0935], [-4.4200, 9.4775, 2.3991], [-5.2740, 8.0409, 1.7452], [-3.4974, 10.0618, 0.0805], [-5.1933, 9.5212, -0.1852], [-1.4195, 7.2159, 0.4705], [-2.6264, 6.0400, 0.8267], [4.6330, -9.7488, -3.4350], [3.1654, -9.3704, -3.0495], [2.6289, -8.3037, -4.0100], [4.0986, -7.5190, -4.7134], [4.1562, -6.1565, -4.2481], [4.2339, -7.6881, -6.1109], [5.3680, -8.4235, -3.7784], [4.6949, -10.4337, -4.2726], [5.0653, -10.2479, -2.5789], [3.1189, -8.9442, -2.0219], [2.4802, -10.2414, -3.0759], [2.0790, -7.4449, -3.6267], [2.2113, -8.7896, -4.8672], [5.5711, -7.8784, -2.8507], [6.3033, -8.5858, -4.3208], [1.7240, 1.2228, -5.8703], [0.9248, 2.3804, -5.2334], [1.9472, 3.5728, -5.0506], [3.5318, 2.6988, -4.9427], [4.2174, 2.9938, -3.6931], [4.1938, 2.9995, -6.1771], [2.9752, 0.9717, -4.9958], [2.0434, 1.6011, -6.8385], [1.0769, 0.3703, -6.0127], [0.5021, 2.2401, -4.2219], [0.0743, 2.6403, -5.9122], [1.7600, 4.1117, -4.1114], [2.0246, 4.2337, -5.9215], [2.7857, 0.5307, -4.0227], [3.7703, 0.4927, -5.5189], [-4.6855, 1.3126, -3.0696], [-3.4117, 1.3698, -3.9407], [-2.3846, 0.3340, -3.5781], [-3.4619, -0.8824, -2.6987], [-3.2325, -0.6301, -1.2964], [-3.3651, -2.2277, -3.2243], [-5.0488, -0.1957, -3.2006], [-5.3877, 2.0714, -3.4369], [-4.5426, 1.5017, -2.0046], [-2.9311, 2.3590, -3.9113], [-3.7436, 1.2155, -4.9652], [-1.6590, 0.5620, -2.8632], [-2.0115, -0.1684, -4.4676], [-5.8470, -0.3965, -2.5152], [-5.3476, -0.5087, -4.1967], [-2.2459, -2.2943, 7.2752], [-0.9907, -3.1514, 7.4241], [-0.0259, -2.7231, 6.3586], [-1.0799, -2.4145, 4.8833], [-1.1493, -3.5676, 3.9964], [-0.6897, -1.1582, 4.3036], [-2.6260, -2.3009, 5.7995], [-1.9317, -1.2563, 7.4542], [-3.0029, -2.6903, 7.8977], [-1.2130, -4.2302, 7.2166], [-0.5366, -3.0443, 8.4064], [0.6290, -3.5126, 5.9726], [0.5078, -1.8026, 6.5993], [-3.2773, -3.1494, 5.5553], [-3.1455, -1.3617, 5.6056], [4.4204, 0.9745, 0.1482], [5.0868, -0.3114, 0.7338], [4.8502, -1.4644, -0.2267], [4.6845, -0.7087, -1.8724], [3.3402, -1.0304, -2.3822], [5.8277, -0.9759, -2.6904], [4.8540, 1.0268, -1.3252], [4.7568, 1.8075, 0.7667], [3.3485, 0.9463, 0.1292], [4.7494, -0.6000, 1.7367], [6.1722, -0.1002, 0.8454], [3.9082, -1.9422, -0.0064], [5.6409, -2.2270, -0.2075], [4.1329, 1.6204, -1.9028], [5.8681, 1.3924, -1.5772]],
  "atomic_forces_ev_per_a": [[-0.84, -0.33, 1.01], [-1.24, 0.23, -1.93], [0.90, 0.27, 0.73], [-0.46, 1.83, -1.43], [0.71, -2.44, 1.57], [-0.48, 0.40, -0.46], [0.56, -0.29, 0.76], [-0.14, -0.08, 0.59], [0.24, -0.13, -0.21], [0.36, 0.20, -0.13], [0.80, 0.13, -0.25], [0.44, 0.36, 0.60], [-0.99, 0.05, -0.08], [0.06, -0.35, -0.50], [0.15, 0.22, -0.10], [0.53, -0.90, -0.41], [-0.79, 0.75, 0.34], [0.31, 0.73, -0.32], [0.34, -0.08, -0.23], [-0.76, -0.81, 0.75], [-0.70, -0.40, -0.42], [0.67, 0.81, 1.33], [-0.73, 0.26, -0.07], [0.57, 0.01, -0.11], [-0.20, 0.02, 0.11], [0.00, -0.34, -0.26], [0.69, -0.03, 0.41], [0.04, 0.08, 0.24], [0.26, 0.19, -0.46], [-0.36, -0.41, -0.94], [0.71, -0.32, -1.49], [-0.78, 0.12, 0.01], [0.66, -0.02, 0.32], [-0.91, 1.00, -2.06], [0.19, -0.93, 0.76], [0.44, -0.15, 0.76], [1.50, 0.47, -0.06], [0.10, -0.17, 0.37], [-0.01, 0.24, 0.28], [-0.29, -0.03, 0.54], [0.49, 0.75, 0.00], [-0.19, -0.21, 0.49], [-0.47, 0.11, -0.27], [-0.67, 0.06, -0.31], [-0.71, -0.62, 0.28], [-0.38, -0.64, 0.59], [-0.24, 0.80, -1.00], [0.26, 0.46, 2.94], [0.59, 0.41, -1.19], [0.60, 0.53, 0.61], [-0.77, -1.19, -1.57], [-0.22, -0.65, 0.26], [-0.07, 0.16, 0.19], [-0.02, 0.68, -0.04], [0.10, -0.79, -0.42], [-0.14, -0.02, 0.21], [0.37, 0.03, -0.11], [0.19, -0.30, -0.12], [-0.09, -0.03, -0.17], [-0.22, 0.46, 0.03], [2.17, 0.58, 0.61], [-0.79, -0.19, -0.63], [0.50, 1.77, -1.30], [0.30, -2.54, 1.94], [0.09, 0.14, -0.53], [-0.63, 1.87, -0.63], [-0.12, -0.28, 0.36], [-1.16, -0.32, -0.71], [-0.92, 0.52, 0.36], [-0.13, -0.72, 0.15], [0.52, -0.04, 0.62], [-0.33, 0.28, -0.15], [-0.41, 0.16, -0.16], [0.09, -0.01, -0.08], [0.94, -1.26, 0.15], [-1.09, 0.00, -0.37], [0.69, 0.33, -0.59], [-0.94, 1.87, 1.02], [-0.72, -1.31, -0.28], [1.10, -0.96, -0.76], [-0.64, 1.32, 0.48], [-0.99, -0.97, 0.38], [0.09, 0.05, 0.12], [0.06, 0.33, -0.12], [0.96, -0.05, 0.00], [-0.20, -0.51, 0.22], [0.66, -0.01, 0.63], [0.61, -0.17, 0.56], [0.41, -0.11, -0.62], [-0.10, 0.35, -0.68], [1.14, -0.83, 0.43], [1.22, 0.31, 0.65], [-0.36, 0.01, -0.20], [0.32, -0.20, 0.67], [-0.09, -0.78, -0.51], [-0.10, 0.22, -0.55], [0.42, 0.03, 0.50], [0.02, -0.21, 0.05], [-0.40, 0.46, -0.27], [-0.91, 0.09, 0.12], [-0.94, 0.18, -0.34], [0.02, 0.05, -0.41], [0.45, 0.24, -0.08], [0.16, 0.05, 0.36], [-0.87, 0.25, -0.46], [0.24, -0.62, -1.25], [0.34, -0.69, 2.14], [0.27, -0.32, -0.08], [1.00, -0.37, 0.02], [-0.82, 0.44, 0.11], [-0.51, 0.32, 0.88], [0.60, 0.16, 0.74], [-0.05, -0.14, -0.26], [-0.18, 0.08, 0.02], [0.35, 0.16, -0.26], [-0.91, 0.17, -0.50], [0.13, 0.52, -0.39], [0.03, -0.05, -0.44], [-0.06, 0.01, -0.43], [-0.43, -0.30, -0.04], [-0.61, -0.10, 0.79], [1.73, 0.74, 0.26], [-0.30, 0.00, -0.68], [-1.26, -0.47, -0.19], [-0.08, -0.02, -0.05], [0.05, 0.04, -0.08], [0.42, -0.12, -0.03], [-1.28, -0.52, -0.02], [-1.08, -0.96, 0.22], [0.13, -0.43, 0.47], [1.77, 1.41, -0.67], [0.11, 0.11, -0.36], [-0.19, 0.38, 0.21], [0.44, -0.15, 0.06], [0.03, -0.28, -0.63], [-1.24, -0.68, 0.13], [1.06, 0.68, -0.07], [0.37, 0.28, 0.77], [-0.26, 0.24, 0.15], [0.34, -0.39, -0.25], [-0.23, 0.09, -0.11], [0.68, 0.24, -0.37], [-0.04, 0.61, 0.04], [0.15, 0.33, 0.07], [-0.26, -0.63, -0.27], [-0.57, -0.57, -0.25], [-0.06, 0.24, 0.40], [0.10, -0.06, 0.45], [1.59, -0.17, 0.75], [-0.60, 3.23, -0.32], [-0.14, -0.98, 0.14], [0.48, -1.86, -0.14], [-0.51, 0.07, -0.74], [-0.29, -0.23, -0.08], [-0.52, -0.07, 0.33], [0.84, 0.68, 0.30], [-0.77, -1.11, 0.63], [0.19, -0.20, -0.20], [0.33, 0.05, 0.39], [-0.42, 0.63, -0.35], [0.15, 0.13, -0.68], [-0.16, 0.12, -0.01], [-0.32, 0.12, -1.31], [0.40, 0.03, 0.32], [0.80, -0.77, -0.14], [0.26, -0.47, 1.37], [0.46, 0.53, -1.51], [0.23, 0.33, 0.17], [-2.34, 0.90, 0.40], [0.01, -0.04, 0.39], [0.46, 0.20, 0.49], [-0.18, -0.26, -0.16], [0.83, 0.26, -0.08], [-0.49, -0.84, 0.42], [0.05, -0.20, -0.16], [0.27, 0.66, -0.15], [-0.45, -0.44, -0.02], [-0.43, 0.76, 0.31], [-0.46, 0.08, 0.74], [1.47, -0.08, -0.52], [1.08, 1.04, 2.45], [-0.17, 0.70, 0.12], [-0.03, -1.01, -1.93], [-0.69, -1.16, 0.41], [-0.23, -0.11, -0.25], [0.34, -0.07, 0.13], [0.28, -0.50, -0.70], [0.53, 0.36, 0.06], [-0.29, -0.46, 0.13], [-0.82, 0.00, -0.48], [-0.20, 0.18, -0.32], [-0.37, 0.25, -0.23], [-0.35, 0.10, 0.86], [-0.12, 1.28, -0.26], [-0.72, -1.10, 0.18], [0.50, 0.76, 1.59], [-0.50, -0.23, -0.59], [0.45, -0.27, -0.64], [-1.08, 1.54, -0.77], [0.07, -0.26, -0.22], [0.01, -0.46, -0.01], [0.15, -0.71, -0.49], [0.69, 0.01, 0.61], [0.22, -0.02, -0.44], [0.00, -0.17, 0.33], [-0.01, 0.13, 0.13], [0.57, -0.61, -0.30], [0.33, -0.54, -0.63], [0.27, 2.10, 0.10], [-2.42, -1.84, -0.79], [0.05, -0.27, -0.99], [-0.38, -0.25, 0.26], [0.31, -0.08, 0.31], [-0.05, 1.74, 0.43], [-0.18, -0.62, -0.04], [0.33, 0.17, -0.24], [-0.27, -0.09, 0.02], [0.09, -0.10, -0.12], [1.12, 0.71, 0.99], [0.26, 0.09, 0.16], [-0.17, -0.76, 0.61], [0.42, -0.10, -0.15], [1.76, 0.37, -1.06], [-0.02, -1.21, -0.21], [0.02, -0.34, -1.37], [-0.01, -0.65, 0.31], [0.20, 0.36, 0.77], [-0.08, 0.59, -0.25], [-0.86, -0.08, 0.28], [-0.48, -0.17, 0.73], [-1.00, 0.19, 0.70], [-0.06, 0.76, 0.53], [-0.07, -0.18, 0.11], [0.17, 0.33, 0.50], [0.00, -0.09, -0.25], [0.34, 0.17, -0.23], [0.11, -0.05, -0.57], [1.37, -0.68, 0.12], [0.37, 0.48, 0.28], [0.20, -0.05, -0.12], [-0.30, 0.38, 0.87], [1.23, 0.56, 0.20], [0.42, -0.57, -0.78], [-0.91, 0.27, -0.12], [-0.14, 0.24, -0.37], [-0.63, -0.22, 0.47], [-0.17, 0.30, -0.32], [-0.49, -0.14, -0.26], [-0.36, -0.14, 0.00], [-0.23, 0.31, -0.34], [0.36, -0.17, -0.02], [-0.47, -0.52, 0.34]]
}